The molecule C4H5NO2 at a distorted geometry. Source: the Open Molecules 2025 dataset; level of theory: ωB97M-V/def2-TZVPD.

Values from the calculation:
ΔE to the lowest compared entry with this formula, charge and spin in kJ/mol: 391.6
Total charge: 0
LUMO (alpha / beta) in eV: -1.98 / -1.98
Spin multiplicity: 1

```
12
C4H5NO2 (ωB97M-V/def2-TZVPD)
O -1.86301 -0.29498 1.26870
C -1.66245 -0.22286 0.07963
C -0.53041 0.56910 -0.48743
C 0.39875 1.19925 0.36050
N 1.57463 -0.02403 0.39359
C 1.28354 -1.16624 -0.12539
O 0.31469 -1.64564 -0.76378
H -2.29643 -0.72887 -0.66423
H -0.48513 0.70778 -1.56314
H 0.96624 2.03853 -0.04083
H 0.09302 1.30688 1.40264
H 2.20655 -1.73890 0.13972
```

A structure of composition C4H5NO2. Source: the Open Molecules 2025 dataset; level of theory: ωB97M-V/def2-TZVPD.

Values from the calculation:
ΔE to the lowest compared entry with this formula, charge and spin in kJ/mol: 179.8
Total charge: 0
LUMO in eV: 0.90
Spin multiplicity: 1

```
12
C4H5NO2 (ωB97M-V/def2-TZVPD)
N 0.28515 0.99166 1.34793
C -0.00919 0.09581 0.29533
C 1.05613 -0.53912 -0.58760
C -0.01860 0.26742 -1.20428
O -1.20521 -0.54775 -1.34018
C -1.31378 -0.62144 0.03684
O -2.23640 -1.02230 0.67634
H 0.83923 0.54929 2.07202
H -0.57235 1.33000 1.77341
H 2.02349 -0.04626 -0.52796
H 1.08296 -1.61650 -0.73208
H 0.06857 1.15919 -1.80978
```

A structure of composition C4H5NO2 at a distorted geometry. Source: the Open Molecules 2025 dataset; level of theory: ωB97M-V/def2-TZVPD.

Values from the calculation:
ΔE to the lowest compared entry with this formula, charge and spin in kJ/mol: 471.8
Total charge: 0
LUMO in eV: 0.43
Spin multiplicity: 1

```
12
C4H5NO2 (ωB97M-V/def2-TZVPD)
O -0.21621 -2.50769 0.59709
C -0.35689 -1.45646 0.02268
C 0.04428 -0.19835 0.69883
C 1.30599 0.37661 -0.25586
N 0.46662 1.20028 0.43608
C -1.04173 1.12027 -0.19231
O -1.24285 1.25234 -1.36615
H -0.82146 -1.34913 -0.96361
H 0.19778 -0.35196 1.74920
H 1.11112 0.13334 -1.29777
H 2.32127 0.26969 0.07885
H -1.76791 1.51104 0.49298
```

The molecule C4H5NO2. Source: the Open Molecules 2025 dataset; level of theory: ωB97M-V/def2-TZVPD.

Values from the calculation:
ΔE to the lowest compared entry with this formula, charge and spin in kJ/mol: 444.8
Total charge: 0
LUMO in eV: -0.06
Spin multiplicity: 1

```
12
C4H5NO2 (ωB97M-V/def2-TZVPD)
C -1.56101 -0.42460 -0.77913
C -0.14134 0.01928 -0.72770
C 0.25468 1.29507 -0.96897
O 1.71881 1.22741 -0.16028
C 1.51075 0.22061 0.55198
O 1.54953 0.33584 1.87602
N 0.82364 -0.78774 -0.01218
H -1.78447 -1.10652 -1.60180
H -1.84981 -0.90867 0.16790
H -2.17120 0.48057 -0.87355
H 1.12004 1.20780 1.95877
H 0.53040 -1.55904 0.56895
```

The molecule C4H5NO2 at a distorted geometry. Source: the Open Molecules 2025 dataset; level of theory: ωB97M-V/def2-TZVPD.

Values from the calculation:
ΔE to the lowest compared entry with this formula, charge and spin in kJ/mol: 379.1
Total charge: 0
LUMO in eV: -0.46
Spin multiplicity: 1

```
12
C4H5NO2 (ωB97M-V/def2-TZVPD)
O 1.10208 -2.74578 1.29203
C 0.25544 -1.95346 1.08409
C -0.01191 -0.74133 0.39343
O -1.19276 -0.60286 -0.07689
N 0.94647 0.07417 0.25528
C 0.55399 1.36802 -0.26862
C -0.64941 1.03892 -1.02530
H -0.62158 -2.37703 1.60898
H 1.39199 1.70715 -0.86948
H 0.36532 2.08816 0.52111
H -1.61461 1.41073 -0.72806
H -0.53980 0.80422 -2.07154
```

A structure of composition C4H5NO2 at a distorted geometry. Source: the Open Molecules 2025 dataset; level of theory: ωB97M-V/def2-TZVPD.

Values from the calculation:
ΔE to the lowest compared entry with this formula, charge and spin in kJ/mol: 315.3
Total charge: 0
LUMO in eV: -0.42
Spin multiplicity: 1

```
12
C4H5NO2 (ωB97M-V/def2-TZVPD)
O 0.76368 -0.87857 2.24666
C -0.35805 -0.58002 1.92902
C -0.80041 -0.31847 0.48842
O -1.80416 0.33677 0.31969
N 0.64855 0.58376 -0.44700
C 0.48306 1.36505 -1.42310
C 0.32118 -0.80501 -0.53940
H -1.18926 -0.46862 2.64840
H 0.60113 1.04519 -2.45716
H 0.17302 2.38663 -1.21866
H 0.17132 -1.19785 -1.56232
H 0.98993 -1.46886 0.01545
```

The molecule C4H5NO2 at a distorted geometry. Source: the Open Molecules 2025 dataset; level of theory: ωB97M-V/def2-TZVPD.

Values from the calculation:
SMILES: O=CC(=O)N1CC1
ΔE to the lowest compared entry with this formula, charge and spin in kJ/mol: 248.8
Total charge: 0
LUMO in eV: -0.18
Spin multiplicity: 1

```
12
C4H5NO2 (ωB97M-V/def2-TZVPD)
O -2.85552 0.83635 1.00959
C -1.66287 0.72461 0.94254
C -0.99308 -0.53759 0.39438
O -1.53662 -1.60567 0.24517
N 0.33986 -0.31516 0.23042
C 1.05422 0.65889 -0.51592
C 1.26798 -0.90639 -0.64349
H -0.95872 1.51191 1.29754
H 1.59229 1.37230 0.13312
H 0.70618 1.11006 -1.43599
H 0.83405 -1.59096 -1.40174
H 2.21224 -1.25835 -0.25563
```

The molecule C4H5NO2S at a distorted geometry. Source: the Open Molecules 2025 dataset; level of theory: ωB97M-V/def2-TZVPD.

Values from the calculation:
SMILES: [H]/N=C(\C=C)OS(#C)=O
ΔE to the lowest compared entry with this formula, charge and spin in kJ/mol: 680.8
Total charge: 0
LUMO (alpha / beta) in eV: -1.12 / -1.12
Spin multiplicity: 1

```
13
C4H5NO2S (ωB97M-V/def2-TZVPD)
H 0.34390 1.67925 1.02314
N -0.32098 1.17212 0.52790
C 0.14714 0.11263 0.02359
C 1.63271 -0.22756 0.11769
C 2.10111 -1.27740 -0.51149
O -0.70039 -0.78772 -0.47653
S -2.25559 -0.46033 0.00154
C -2.45723 1.12662 -0.81244
O -2.27157 -0.28674 1.44332
H 2.27705 0.55418 0.47653
H 3.21785 -1.42080 -0.51134
H 1.45709 -1.83605 -1.05995
H -3.17110 1.65183 -0.24197
```

A structure of composition C4H5NO2S at a distorted geometry. Source: the Open Molecules 2025 dataset; level of theory: ωB97M-V/def2-TZVPD.

Values from the calculation:
ΔE to the lowest compared entry with this formula, charge and spin in kJ/mol: 818.3
Total charge: 0
LUMO in eV: -1.01
Spin multiplicity: 1

```
13
C4H5NO2S (ωB97M-V/def2-TZVPD)
C -0.97972 1.31322 0.11562
C -0.56674 0.00892 -0.52653
C 1.04600 -0.06752 -0.79884
C 1.63828 -0.51722 0.52832
H -2.95688 1.01240 -0.03138
H -1.39233 2.16880 -0.67067
H -0.21408 1.76917 0.77600
H 1.48938 -0.69601 -1.75564
H 2.65969 1.50648 -0.24427
N 2.43328 -0.74626 1.33657
O -2.07009 0.90196 1.09551
O 1.50836 1.38812 -0.82852
S -1.18449 -1.45513 -0.34234
```

A structure of composition C4H5NO2S at a distorted geometry. Source: the Open Molecules 2025 dataset; level of theory: ωB97M-V/def2-TZVPD.

Values from the calculation:
ΔE to the lowest compared entry with this formula, charge and spin in kJ/mol: 516.8
Total charge: 0
LUMO in eV: 0.21
Spin multiplicity: 1

```
13
C4H5NO2S (ωB97M-V/def2-TZVPD)
C -0.21260 0.02898 -0.29723
C 2.66338 -0.46029 0.21652
C -1.51327 -0.71668 -0.03901
C -2.61114 -0.18698 0.43223
H 1.62476 1.42066 -0.63576
H 3.44435 -1.36051 0.25021
H -1.47808 -1.83050 -0.17187
H -3.52588 -0.73713 0.65302
H -2.63033 0.94884 0.46577
N -0.29243 1.30552 -0.35101
O 0.60708 2.12336 -0.62768
O 2.72852 0.59515 0.75517
S 1.19565 -1.13042 -0.65036
```

A structure of composition C4H5NO2S at a distorted geometry. Source: the Open Molecules 2025 dataset; level of theory: ωB97M-V/def2-TZVPD.

Values from the calculation:
ΔE to the lowest compared entry with this formula, charge and spin in kJ/mol: 616.7
Total charge: 0
LUMO in eV: -0.63
Spin multiplicity: 1

```
13
C4H5NO2S (ωB97M-V/def2-TZVPD)
C 0.26968 1.42758 0.36593
C -0.84535 0.53620 -0.00747
C -0.92867 -1.46612 -0.22402
C -0.31325 -0.34854 -1.12136
H 2.51940 -0.03380 1.71058
H 0.33442 2.58586 -0.05711
H -1.68916 1.16598 -0.38072
H -2.00727 -1.69593 -0.50539
H -0.28866 -2.28034 0.16877
N 1.52062 1.19124 0.62846
O 1.71344 -0.16391 0.97826
O -0.96456 -0.49005 0.89541
S 0.67935 -0.42818 -2.45135
```

A structure of composition C4H5NO3 at a distorted geometry. Source: the Open Molecules 2025 dataset; level of theory: ωB97M-V/def2-TZVPD.

Values from the calculation:
ΔE to the lowest compared entry with this formula, charge and spin in kJ/mol: 399.3
Total charge: 0
LUMO in eV: -0.15
Spin multiplicity: 1

```
13
C4H5NO3 (ωB97M-V/def2-TZVPD)
C 0.35396 0.19538 0.64932
N 0.75579 1.03595 -0.40255
C -1.42114 -0.57174 -0.13757
C 0.32675 0.09584 -1.34084
C -1.03437 -0.30579 -1.40923
O 1.25924 -0.81058 1.01992
O -0.13463 0.87054 1.74917
O -2.11215 -1.00139 0.71982
H 1.71325 -0.51031 1.82222
H -0.83821 0.33858 2.15220
H 1.71765 1.35540 -0.44282
H 1.04867 -0.24349 -2.08191
H -1.63482 -0.44839 -2.29773
```

A cluster of 2 separate species, C4H5NO3P in total at a distorted geometry. Source: the Open Molecules 2025 dataset; level of theory: ωB97M-V/def2-TZVPD.

Values from the calculation:
ΔE to the lowest compared entry with this formula, charge and spin in kJ/mol: 42.9
Total charge: -1
LUMO in eV: 3.86
Spin multiplicity: 1

```
14
C4H5NO3P (ωB97M-V/def2-TZVPD)
C -0.39137 1.20164 -1.68625
C -1.59234 2.04227 -1.61353
C -0.59782 0.38058 -0.61510
C 1.07816 -0.99515 2.02538
N -2.36433 1.72323 -0.64864
O 0.32588 -2.93077 0.06672
O 2.40313 -1.53937 -0.31031
O -1.74633 0.65118 -0.03295
P 1.08047 -1.71122 0.30556
H 0.50253 1.09428 -2.30841
H -1.88447 2.93626 -2.29451
H 1.97304 -0.31381 2.21606
H -0.01904 -0.78844 2.12610
H 1.23252 -1.75068 2.76989
```

A cluster of 2 separate species, C4H5NO3S in total at a distorted geometry. Source: the Open Molecules 2025 dataset; level of theory: ωB97M-V/def2-TZVPD.

Values from the calculation:
ΔE to the lowest compared entry with this formula, charge and spin in kJ/mol: 192.6
Total charge: 0
LUMO in eV: -0.31
Spin multiplicity: 1

```
14
C4H5NO3S (ωB97M-V/def2-TZVPD)
C 1.40708 -1.56791 1.30472
C 0.41077 -0.58606 1.09540
C 0.39486 -0.38080 -0.28868
C -0.39414 0.50614 -1.21738
N 2.03196 -1.90019 0.19221
O 3.61592 0.36372 -1.63432
O 2.78202 0.89964 0.54915
O 1.37376 -1.19383 -0.83930
S 3.56383 -0.04090 -0.22247
H 1.48064 -2.02531 2.27958
H -0.25199 -0.17195 1.80578
H 0.01118 1.57177 -1.25826
H -1.46507 0.54476 -0.96018
H -0.26920 0.16674 -2.29668
```

The ion C4H5NO5S with charge -2 at a distorted geometry. Source: the Open Molecules 2025 dataset; level of theory: ωB97M-V/def2-TZVPD.

Values from the calculation:
SMILES: O=C([O-])CN(S)[C@H](O)C(=O)[O-]
Total charge: -2
LUMO in eV: 5.62
Spin multiplicity: 1

```
16
C4H5NO5S (ωB97M-V/def2-TZVPD)
O -0.19213 3.02634 -0.24317
C -0.02159 1.97435 -0.81418
O 0.85549 1.76552 -1.69536
C -1.09899 0.80936 -0.40963
N -0.71105 -0.63229 -0.58331
S -0.18217 -0.87274 -2.30951
C 0.56678 -0.75856 0.41260
O 1.48598 -1.80050 0.17841
C 0.07534 -1.01334 1.90622
O 0.59458 -2.08836 2.41662
O -0.81649 -0.27647 2.41237
H -2.03508 1.01765 -0.94796
H -1.43914 0.68058 0.60661
H 0.49175 0.26913 -2.28266
H 1.06827 0.21900 0.29011
H 1.35845 -2.31966 1.06282
```

The ion C4H5NO7P with charge -1 at a distorted geometry. Source: the Open Molecules 2025 dataset; level of theory: ωB97M-V/def2-TZVPD.

Values from the calculation:
SMILES: O=NC(=O)CCC(=O)O[P@@](=O)([O-])O
ΔE to the lowest compared entry with this formula, charge and spin in kJ/mol: 0.0
Total charge: -1
LUMO in eV: 1.68
Spin multiplicity: 1

```
18
C4H5NO7P (ωB97M-V/def2-TZVPD)
O -1.51754 -2.44628 1.02551
N -2.18139 -1.45216 1.25353
C -2.51652 -0.38744 0.61702
O -3.55242 0.15493 0.30084
C -1.19340 0.50336 0.46028
C -0.57239 0.10177 -0.89542
C 0.06946 -1.25784 -1.15810
O -0.37051 -2.12048 -1.89007
O 1.21490 -1.50806 -0.52832
P 2.06091 -0.44147 0.53803
O 2.18125 0.77534 -0.35225
O 1.48802 -0.40063 1.85599
O 3.48885 -1.26908 0.52802
H -1.49012 1.62573 0.41791
H -0.39034 0.38507 1.20964
H 0.30475 0.92355 -0.86283
H -1.27518 0.16063 -1.61026
H 3.21867 -2.17375 0.40589
```

The molecule C4H5NOS at a distorted geometry. Source: the Open Molecules 2025 dataset; level of theory: ωB97M-V/def2-TZVPD.

Values from the calculation:
SMILES: C=C/C=N\SC=O
ΔE to the lowest compared entry with this formula, charge and spin in kJ/mol: 211.0
Total charge: 0
LUMO in eV: 0.40
Spin multiplicity: 1

```
12
C4H5NOS (ωB97M-V/def2-TZVPD)
C -1.12315 1.02052 -0.45838
C -1.48557 -0.23084 -0.20059
C -0.73238 -1.13179 0.70474
N 0.46590 -1.57765 0.67880
S 1.51474 -1.12913 -0.63783
C 2.20945 0.36029 -0.05078
O 1.82096 1.01989 0.91172
H -1.78805 1.62738 -1.09703
H -0.19400 1.44068 -0.07546
H -2.46863 -0.55416 -0.59262
H -1.32542 -1.52338 1.50144
H 3.10615 0.67819 -0.68400
```

The molecule C4H5NOS at a distorted geometry. Source: the Open Molecules 2025 dataset; level of theory: ωB97M-V/def2-TZVPD.

Values from the calculation:
SMILES: O=C1CN[C@H]1C=S
ΔE to the lowest compared entry with this formula, charge and spin in kJ/mol: 315.7
Total charge: 0
LUMO in eV: -0.80
Spin multiplicity: 1

```
12
C4H5NOS (ωB97M-V/def2-TZVPD)
O 2.14488 -1.21955 -0.38649
C 1.45820 -0.24689 -0.13362
C 1.08685 1.17897 -0.60032
N 0.23459 1.34901 0.69567
C 0.35919 -0.12496 0.95997
C -0.85345 -0.74274 0.48865
S -2.01010 -0.16333 -0.41041
H 0.30809 0.96640 -1.53140
H 1.83244 2.08138 -1.00627
H -0.72492 1.51607 0.43842
H 0.47676 -0.23590 1.99194
H -0.83661 -1.78762 0.60805
```

The molecule C4H5NOS at a distorted geometry. Source: the Open Molecules 2025 dataset; level of theory: ωB97M-V/def2-TZVPD.

Values from the calculation:
SMILES: O[C@@H]1[C@@H]2C=NS[C@@H]12
ΔE to the lowest compared entry with this formula, charge and spin in kJ/mol: 397.5
Total charge: 0
LUMO in eV: 0.60
Spin multiplicity: 1

```
12
C4H5NOS (ωB97M-V/def2-TZVPD)
O -2.62644 -0.13208 -0.48607
C -1.60089 -0.21559 0.43006
C -0.39860 0.72406 0.54078
C 0.72420 1.47891 -0.10960
N 1.77243 0.74747 -0.27961
S 1.43516 -0.94261 0.03323
C -0.30167 -0.60228 -0.19541
H -3.27242 0.44873 -0.13342
H -1.87293 -0.56764 1.41034
H -0.07611 0.61433 1.56557
H 0.79338 2.51701 -0.27700
H -0.46819 -0.41698 -1.24634
```

The molecule C4H5NOS at a distorted geometry. Source: the Open Molecules 2025 dataset; level of theory: ωB97M-V/def2-TZVPD.

Values from the calculation:
SMILES: Nc1cc(S)co1
ΔE to the lowest compared entry with this formula, charge and spin in kJ/mol: 75.7
Total charge: 0
LUMO in eV: 0.89
Spin multiplicity: 1

```
12
C4H5NOS (ωB97M-V/def2-TZVPD)
N 1.28190 -0.85735 2.44577
C 0.71112 -0.49441 1.23351
C -0.01484 0.58121 0.83464
C -0.35861 0.29607 -0.54937
S -1.24065 1.29850 -1.68666
C 0.18443 -0.90864 -0.83226
O 0.85228 -1.41502 0.24016
H 1.42055 -0.08172 3.05175
H 2.10686 -1.37744 2.24790
H -0.30416 1.46599 1.40350
H -2.48584 1.18016 -1.17361
H 0.18887 -1.48672 -1.70379
```